One molecule with the formula C4H6N2S at a distorted geometry. Source: the OMol25 dataset; level of theory: the ωB97M-V functional and the def2-TZVPD basis.

Its HOMO energy is -8.715 eV. For the HOMO-LUMO gap, the calculation gives 7.83 eV. The lowest unoccupied orbital energy comes out at -0.88 eV. For the energy relative to the best compared isomer or geometry (same formula, charge and spin), the calculation gives 66.43 kcal per mole.

CARTESIAN COORDINATES (ANGSTROEM)
H 0.32176 -3.18656 1.71065
N 0.23674 -2.43363 1.01763
C -0.76981 -1.68673 1.22897
N -1.00268 -0.43132 0.67412
C -0.22673 0.35137 -0.23207
S -0.57010 2.03949 -0.24782
C 1.02099 -0.20990 -0.69421
C 1.86293 0.32676 -1.66273
H -1.47863 -1.97388 1.98423
H -1.64804 0.16057 1.10835
H 1.47377 -1.31654 -0.43545
H 2.74018 -0.34569 -1.75714
H 1.74986 1.39593 -2.32746

C14H14ClCoN2O4 as an isolated structure. Source: the OMol25 dataset; level of theory: the ωB97M-V functional and the def2-TZVPD basis.

Its HOMO energy (alpha / beta) is -8.320 / -8.313 eV. For the HOMO-LUMO gap (alpha / beta), the calculation gives 7.08 / 7.13 eV. The lowest unoccupied orbital energy (alpha / beta) comes out at -1.24 / -1.18 eV. For the energy relative to the best compared isomer or geometry (same formula, charge and spin), the calculation gives 9.05 kcal per mole.

CARTESIAN COORDINATES (ANGSTROEM)
Co -0.33989 0.16545 -0.54680
C 2.18267 -3.06310 -0.27022
C 1.20381 -1.99944 0.13296
O 1.01271 -1.05528 -0.70527
C 0.57567 -2.06070 1.37409
C -0.24514 -1.06501 1.90193
C -0.81817 -1.20235 3.27390
N -0.54566 0.03207 1.20962
N -1.41434 0.94112 1.76704
C -1.77737 1.78666 0.85331
O -1.34248 1.69103 -0.37587
C -2.69727 2.89390 1.18781
C -3.20846 3.02647 2.47661
C -4.06392 4.07245 2.77651
C -4.41490 4.99085 1.79472
C -3.90923 4.85842 0.51008
C -3.05237 3.81154 0.20512
H 2.65572 -2.79470 -1.21075
H 1.65931 -4.01262 -0.39217
H 2.94264 -3.19924 0.49877
H 0.79232 -2.91194 2.00246
H -0.39960 -2.06880 3.77863
H -1.89983 -1.31528 3.17437
H -0.64438 -0.30084 3.85712
H -2.93194 2.30171 3.22968
H -4.46156 4.17193 3.77811
H -5.08453 5.80749 2.03209
H -4.18303 5.57097 -0.25706
H -2.65347 3.69480 -0.79286
Cl -4.19191 -3.55117 -1.47566
C -3.48992 -1.99592 -1.96286
C -2.56034 -1.43379 -0.89474
O -2.76218 -1.55479 0.28891
O -1.54783 -0.81472 -1.45124
H -4.30733 -1.29115 -2.10294
H -2.96359 -2.13284 -2.90089

C45H45N5O2SSiW as an isolated structure at a distorted geometry. Source: the OMol25 dataset; level of theory: the ωB97M-V functional and the def2-TZVPD basis.

Its HOMO energy (alpha / beta) is -12.184 / -12.449 eV. For the HOMO-LUMO gap (alpha / beta), the calculation gives 5.37 / 5.07 eV. The charge is +2. As for the expectation value of S²: 2.05. The lowest unoccupied orbital energy (alpha / beta) comes out at -6.82 / -7.38 eV. Its multiplicity is 3. For the energy relative to the best compared isomer or geometry (same formula, charge and spin), the calculation gives 71.37 kcal per mole.

CARTESIAN COORDINATES (ANGSTROEM)
W -0.03445 -0.43600 0.14141
C -0.53049 -2.89148 3.83085
C -1.03447 -4.07667 3.30657
C -1.15873 -4.21943 1.94047
C -0.78591 -3.17696 1.08831
C -0.30465 -1.95168 1.59233
C -0.18747 -1.85483 2.98185
C -0.81586 -3.28257 -0.35981
C -1.18423 -4.46784 -1.01456
C -1.15310 -4.55759 -2.37037
C -0.79976 -3.41881 -3.12437
C -0.80685 -3.43989 -4.53288
C -0.54427 -2.30720 -5.25381
C -0.30089 -1.10733 -4.57488
C -0.26960 -1.06784 -3.20150
C -0.47348 -2.22523 -2.43138
N -0.41129 -2.17644 -1.03509
H -0.41767 -2.77345 4.90039
H -1.32019 -4.88465 3.96619
H -1.54843 -5.14922 1.54937
H 0.17076 -0.93546 3.42501
H -1.47476 -5.32591 -0.42823
H -1.42370 -5.47266 -2.88175
H -1.04141 -4.37292 -5.02945
H -0.54407 -2.32636 -6.33478
H -0.14514 -0.19508 -5.13633
H -0.09937 -0.12670 -2.71912
C 3.01519 -2.07583 -2.64792
Si 2.94085 -1.28319 -0.93933
C 4.61693 -0.52763 -0.47838
C 2.61411 -2.68010 0.28573
N 1.58736 -0.08067 -0.95177
C 1.72787 1.06630 -1.74593
C 2.89165 1.38710 -2.45738
C 2.95736 2.48946 -3.28566
C 1.84664 3.29651 -3.46938
C 0.67335 3.00180 -2.79412
C 0.63652 1.92668 -1.92482
O -0.52261 1.53951 -1.22356
C -1.66671 2.34456 -1.42546
C -2.71360 1.81176 -2.15556
C -3.87359 2.55613 -2.31686
C -3.96648 3.82739 -1.76856
C -2.89178 4.36049 -1.06891
C -1.73233 3.62117 -0.89294
H 4.00571 -2.51222 -2.79517
H 2.84174 -1.37330 -3.46485
H 2.29140 -2.88778 -2.74457
H 4.98675 -0.94682 0.45841
H 4.61294 0.55815 -0.38969
H 5.35167 -0.78205 -1.24591
H 3.38424 -3.43257 0.08688
H 1.66032 -3.17610 0.14405
H 2.71151 -2.39480 1.33052
H 3.75307 0.74191 -2.37380
H 3.87973 2.70306 -3.80848
H 1.87555 4.14026 -4.14377
H -0.20429 3.60851 -2.95189
H -2.61596 0.83225 -2.60592
H -4.70185 2.14502 -2.87835
H -4.86965 4.40812 -1.89714
H -2.94995 5.35988 -0.65920
H -0.88750 4.04959 -0.36978
O 1.77810 0.06123 1.58575
S 2.55594 -0.20211 2.88119
C 1.76504 0.82430 4.18671
C 2.87490 1.65505 4.81150
C 3.74627 2.12758 3.65300
C 4.01737 0.89634 2.79659
H 1.26325 0.17267 4.90060
H 1.03105 1.44326 3.67118
H 3.45978 1.04196 5.50045
H 2.45532 2.48831 5.37396
H 4.67955 2.56392 4.00584
H 3.22356 2.88988 3.07160
H 4.85410 0.31080 3.17982
H 4.18199 1.11737 1.74716
C -4.95109 -0.87689 0.69780
C -4.26024 0.06267 1.37734
C -2.91077 0.49559 0.95097
N -2.22747 -0.37597 -0.01413
C -3.02274 -1.17766 -0.72741
C -4.35117 -1.44291 -0.45067
H -5.94723 -1.16960 1.00065
H -4.67989 0.55657 2.24373
H -2.99370 1.49825 0.49844
H -2.57975 -1.65085 -1.59243
H -4.89743 -2.12152 -1.08941
N 0.51072 5.51713 2.05627
C -0.03513 4.50641 2.14546
C -0.67398 3.24259 2.22872
C -1.83603 3.01758 3.06008
C -2.40454 1.80845 3.07797
C -1.94113 0.71561 2.17080
N -0.64099 0.93801 1.55126
C -0.12964 2.18243 1.55852
H -2.18972 3.81862 3.69537
H -3.23008 1.58268 3.73941
H -1.92857 -0.23648 2.70314
H 0.80767 2.31638 1.02782

A 2-piece molecular cluster, C5H14 overall at a distorted geometry. Source: the OMol25 dataset; level of theory: the ωB97M-V functional and the def2-TZVPD basis.

Its HOMO energy (alpha / beta) is 1.509 / -7.474 eV. For the HOMO-LUMO gap (alpha / beta), the calculation gives 2.67 / 11.65 eV. The charge is -1. As for the expectation value of S²: 0.75. The lowest unoccupied orbital energy (alpha / beta) comes out at 4.17 / 4.18 eV. Its multiplicity is 2. For the energy relative to the best compared isomer or geometry (same formula, charge and spin), the calculation gives 27.21 kcal per mole.

CARTESIAN COORDINATES (ANGSTROEM)
C 0.23175 -2.68338 -1.65657
C 1.12676 -1.63931 -2.21169
H -0.22047 -3.20857 -2.56745
H 0.84026 -3.54386 -1.24981
H -0.48238 -2.36897 -0.94765
H 0.49199 -0.79046 -2.62265
H 1.77751 -1.09766 -1.52586
H 1.72133 -1.82064 -3.10377
C -0.17401 0.99166 1.62514
C -1.12755 1.92241 2.36013
C -0.09757 1.49792 0.13921
H 0.71666 0.93021 2.27865
H -0.70958 0.01631 1.64031
H -2.03643 1.97894 1.84537
H -1.03424 1.37903 -0.41399
H 0.40914 2.43368 0.05258
H 0.60647 0.79005 -0.51153
H -1.12448 1.78910 3.51279
H -0.71208 2.97691 2.07569

C52H54FMnN4P2Si2 as an isolated structure at a distorted geometry. Source: the OMol25 dataset; level of theory: the ωB97M-V functional and the def2-TZVPD basis.

Its HOMO energy (alpha / beta) is -1.786 / -1.783 eV. For the HOMO-LUMO gap (alpha / beta), the calculation gives 5.95 / 5.95 eV. The charge is -2. As for the expectation value of S²: 6.10. The lowest unoccupied orbital energy (alpha / beta) comes out at 4.17 / 4.17 eV. Its multiplicity is 5. For the energy relative to the best compared isomer or geometry (same formula, charge and spin), the calculation gives 41.02 kcal per mole.

CARTESIAN COORDINATES (ANGSTROEM)
Mn -0.14230 0.98080 -0.31570
C 2.35140 3.12480 2.95750
Si 2.81680 1.85130 1.59760
C 4.27890 0.84290 2.32620
C 3.57070 2.85830 0.15670
N 1.48550 0.93720 1.01570
P 0.82360 -0.44140 1.52260
C -0.75850 -0.60070 0.87660
P -0.92190 -1.68020 -0.45100
N -0.08930 -1.64350 -1.80300
Si -0.30680 -2.06600 -3.43730
C 1.41880 -2.45510 -4.17070
C -1.38180 -3.61720 -3.83160
C -1.05140 -0.62600 -4.44440
C -2.70350 -1.69510 -0.89960
C -3.41300 -2.87150 -1.11370
C -4.68220 -2.83770 -1.66370
C -5.24980 -1.62980 -2.03250
C -4.54460 -0.45170 -1.83880
C -3.28010 -0.48850 -1.27980
C -0.79870 -3.38890 0.22530
C 0.12950 -4.27120 -0.31310
C 0.27290 -5.54630 0.20360
C -0.49530 -5.94670 1.28540
C -1.41310 -5.06480 1.84160
C -1.56150 -3.79440 1.31940
C 1.87840 -1.94780 1.55900
C 1.32080 -2.99340 2.29530
C 1.97740 -4.19820 2.42770
C 3.19510 -4.39730 1.79310
C 3.74790 -3.37290 1.04530
C 3.10440 -2.15190 0.93810
C 0.74210 -0.17550 3.34150
C 1.67030 -0.68410 4.24250
C 1.70410 -0.23210 5.54890
C 0.83700 0.76520 5.96360
C -0.07750 1.29200 5.06480
C -0.12720 0.82090 3.76820
H 3.04710 3.95960 2.95210
H 2.38190 2.67210 3.94450
H 1.35020 3.52080 2.81500
H 5.06000 1.52260 2.65630
H 4.71720 0.16960 1.59730
H 3.96510 0.24820 3.17940
H 4.09900 3.72450 0.54240
H 2.80810 3.20900 -0.52740
H 4.27010 2.26890 -0.42490
H 1.99700 -3.12980 -3.54720
H 1.99080 -1.54170 -4.28310
H 1.32150 -2.90980 -5.15240
H -1.16310 -4.44380 -3.16060
H -1.20990 -3.96550 -4.84770
H -2.44030 -3.39110 -3.73460
H -0.52400 0.29110 -4.20520
H -2.09550 -0.46490 -4.19480
H -0.98310 -0.78740 -5.51680
H -2.96880 -3.82270 -0.85350
H -5.22440 -3.76520 -1.81350
H -6.23370 -1.61370 -2.48350
H -4.97920 0.49640 -2.12910
H -2.70040 0.42520 -1.14550
H 0.72160 -3.93300 -1.15430
H 0.98340 -6.23670 -0.23800
H -0.36950 -6.94060 1.70220
H -2.01290 -5.38210 2.68870
H -2.27920 -3.10210 1.74890
H 0.36250 -2.84370 2.77780
H 1.54200 -4.99400 3.01710
H 3.71320 -5.34460 1.88600
H 4.69770 -3.52400 0.54500
H 3.56770 -1.34900 0.38540
H 2.37900 -1.43490 3.91780
H 2.43450 -0.64370 6.23580
H 0.89550 1.14570 6.97660
H -0.73330 2.09820 5.36310
H -0.82150 1.25810 3.06530
N -4.74510 6.01970 -7.47880
C -4.24650 5.42920 -6.61940
C -3.63140 4.72440 -5.58500
C -4.00700 3.40270 -5.28300
C -3.36400 2.71270 -4.29100
C -2.32990 3.30780 -3.54070
C -1.97610 4.64070 -3.83340
C -2.60560 5.32960 -4.83660
C -1.67150 2.58000 -2.54630
C -1.09640 1.90800 -1.68800
H -4.80600 2.94070 -5.84780
H -3.63340 1.69160 -4.06720
H -1.18610 5.10690 -3.26060
H -2.31870 6.34600 -5.07310
C 0.08080 4.29780 0.19790
C -0.95620 3.66020 1.06370
C -1.70470 4.29020 2.03020
C -2.63700 3.34530 2.48530
C -2.40290 2.18360 1.78030
C -3.24980 0.95340 1.90690
N -1.35030 2.35800 0.91650
H 0.63870 5.05330 0.75360
H -0.40030 4.77710 -0.65750
H 0.75930 3.52780 -0.18720
H -1.59270 5.30690 2.36140
H -3.39920 3.48710 3.23450
H -3.98500 1.10900 2.70080
H -2.65930 0.07060 2.15670
H -3.77730 0.74630 0.97350
F 4.90810 0.48290 -3.82690
C 3.71980 0.63220 -3.14850
C 2.86820 1.65650 -3.49840
C 1.68320 1.81430 -2.79420
C 1.30210 0.96360 -1.74710
C 2.19300 -0.08200 -1.48250
C 3.39610 -0.25490 -2.14400
H 3.13410 2.32180 -4.30990
H 1.03020 2.63000 -3.07730
H 1.92830 -0.82850 -0.74400
H 4.07580 -1.06280 -1.90430